one.
# C2H7N3

An isolated molecule of C2H7N3 (ωB97M-V with the def2-TZVPD basis set, OMol25).

Geometry (Å):
1 H 0.250 -0.692 -1.871
2 N -0.437 -0.779 -1.117
3 C -0.405 -0.221 -0.024
4 C -1.087 -0.928 1.228
5 N 0.375 0.824 0.361
6 N 1.418 1.096 -0.591
7 H -1.149 -0.494 2.317
8 H -2.274 -1.057 1.170
9 H -0.689 -1.930 1.528
10 H 0.402 1.198 1.441
11 H 1.816 0.267 -1.040
12 H 1.108 1.618 -1.341

Summary:
- lowest unoccupied orbital energy (eV) = 1.03
- HOMO-LUMO gap (eV) = 10.2
- 2S+1 = 1
- SMILES = [H]/N=C(/C)NN

---

two.
# C2H7N3

A cluster of 2 separate species, C2H7N3 in total (ωB97M-V with the def2-TZVPD basis set, OMol25).

Geometry (Å):
1 H 2.162 -2.072 0.563
2 N 1.286 -1.816 0.129
3 C 0.471 -1.110 0.824
4 N 0.887 -0.090 1.607
5 H -0.586 -1.012 0.552
6 H 1.873 0.058 1.748
7 H 0.338 0.436 2.263
8 C -0.928 0.869 -1.444
9 N -2.169 1.101 -1.283
10 H -0.354 -0.044 -1.383
11 H -0.436 1.799 -1.766
12 H -2.544 1.881 -1.809

Summary:
- lowest unoccupied orbital energy (eV) = 0.98
- HOMO-LUMO gap (eV) = 10.1
- 2S+1 = 1
- SMILES = [H]/N=C\N.C=N

---

three.
# C2H7N3

An isolated molecule of C2H7N3 (ωB97M-V with the def2-TZVPD basis set, OMol25).

Geometry (Å):
1 H -0.092 -2.356 -0.143
2 N -0.207 -1.513 0.502
3 C 0.113 -0.558 -0.272
4 N 0.647 -0.551 -1.625
5 C 0.083 0.909 0.342
6 N -0.791 1.064 1.494
7 H 1.234 -1.394 -1.904
8 H 0.981 0.442 -1.830
9 H -0.383 1.578 -0.480
10 H 1.139 1.219 0.649
11 H -0.894 -0.007 2.152
12 H -1.831 1.167 1.116

Summary:
- lowest unoccupied orbital energy (eV) = 0.82
- HOMO-LUMO gap (eV) = 10.2
- 2S+1 = 1
- SMILES = [H]/N=C(\N)CN

---

Which is most stable? The ranking, best first, is three, two, one.

---

one.
# C5H5F

A structure of composition C5H5F (ωB97M-V with the def2-TZVPD basis set, OMol25).

Geometry (Å):
1 C -0.434 0.420 0.463
2 C -0.616 -0.843 0.751
3 C 0.386 -1.170 -0.182
4 C 1.241 -1.643 -1.039
5 C -0.568 1.860 0.338
6 F -1.414 -1.597 1.555
7 H 1.391 -2.712 -1.123
8 H 1.843 -1.027 -1.693
9 H -0.127 2.211 -0.593
10 H -0.077 2.365 1.172
11 H -1.625 2.137 0.350

Summary:
- lowest unoccupied orbital energy (eV) = 0.82
- HOMO-LUMO gap (eV) = 9.6
- 2S+1 = 1

---

two.
# C5H5F

An isolated molecule of C5H5F (ωB97M-V with the def2-TZVPD basis set, OMol25).

Geometry (Å):
1 C 2.365 0.488 -0.578
2 C 1.493 -0.003 0.131
3 C 0.410 -0.509 0.784
4 C -0.746 0.142 0.026
5 C -1.909 -0.233 -0.615
6 F -0.852 1.437 0.437
7 H 3.090 0.989 -1.127
8 H 0.502 -0.046 1.816
9 H 0.305 -1.595 0.810
10 H -2.089 -1.288 -0.859
11 H -2.567 0.617 -0.826

Summary:
- lowest unoccupied orbital energy (eV) = 0.87
- HOMO-LUMO gap (eV) = 10.3
- 2S+1 = 1
- SMILES = C#CCC(=C)F

---

Which is most stable? The ranking, best first, is two, one.

---

one.
# C4H3N

An isolated molecule of C4H3N (ωB97M-V with the def2-TZVPD basis set, OMol25).

Geometry (Å):
1 C 1.634 -0.456 0.945
2 C 0.853 -1.048 0.080
3 C -0.856 0.584 -0.359
4 C -0.284 1.422 0.538
5 N -0.394 -0.619 -0.194
6 H 0.609 0.974 0.903
7 H 1.051 -2.077 -0.311
8 H -1.772 0.697 -0.746

Summary:
- lowest unoccupied orbital energy (alpha / beta) (eV) = -1.89 / -1.86
- HOMO-LUMO gap (alpha / beta) (eV) = 7.2 / 7.5
- 2S+1 = 1

---

two.
# C4H3N

An isolated molecule of C4H3N (ωB97M-V with the def2-TZVPD basis set, OMol25).

Geometry (Å):
1 C -1.916 -0.683 0.043
2 C -0.794 -0.200 -0.023
3 C 0.445 0.585 0.015
4 C 1.704 -0.206 -0.059
5 N 2.648 -0.848 0.034
6 H -2.868 -1.233 -0.093
7 H 0.421 1.282 0.914
8 H 0.359 1.305 -0.831

Summary:
- lowest unoccupied orbital energy (eV) = 0.66
- HOMO-LUMO gap (eV) = 11.3
- 2S+1 = 1
- SMILES = C#CCC#N

---

Which is most stable? The ranking, best first, is two, one.

---

one.
# C5H13N3O

A cluster of 2 separate species, C5H13N3O in total (ωB97M-V with the def2-TZVPD basis set, OMol25).

Geometry (Å):
1 C 0.295 0.122 1.025
2 C -1.570 -1.768 -1.385
3 C -0.222 0.617 2.334
4 C 2.172 0.988 -1.155
5 C -0.046 0.891 -0.209
6 N 1.137 -0.877 0.950
7 N -1.365 1.333 -0.225
8 O -0.789 -1.595 -0.255
9 N 0.758 1.279 -1.116
10 H 0.742 -1.551 0.155
11 H 1.366 -1.344 1.818
12 H -2.029 0.591 -0.045
13 H -1.571 1.836 -1.077
14 H -1.252 -2.646 -1.973
15 H -2.634 -1.931 -1.137
16 H -1.525 -0.900 -2.073
17 H -0.200 1.706 2.373
18 H 0.335 0.193 3.170
19 H -1.268 0.319 2.428
20 H 2.623 0.698 -0.200
21 H 2.352 0.173 -1.862
22 H 2.693 1.867 -1.539

Summary:
- lowest unoccupied orbital energy (alpha / beta) (eV) = -0.18 / -0.18
- HOMO-LUMO gap (alpha / beta) (eV) = 7.9 / 7.9
- 2S+1 = 1

---

two.
# C5H13N3O

An isolated molecule of C5H13N3O (ωB97M-V with the def2-TZVPD basis set, OMol25).

Geometry (Å):
1 C 0.151 1.112 0.850
2 C -0.442 1.508 -0.368
3 C -0.441 -0.816 -1.263
4 C -1.857 -1.213 -0.886
5 C 0.671 -0.500 0.077
6 N 1.300 1.813 1.318
7 N 1.905 -0.225 -0.589
8 O -0.752 0.734 1.832
9 N 0.535 -1.424 1.022
10 H -0.435 -0.179 2.065
11 H 1.104 2.804 1.417
12 H 1.566 1.449 2.228
13 H 2.539 -1.002 -0.436
14 H 2.362 0.611 -0.239
15 H 0.120 -2.288 0.680
16 H -1.515 1.479 -0.478
17 H 0.167 1.960 -1.138
18 H -0.400 -0.147 -2.123
19 H 0.117 -1.701 -1.585
20 H -2.545 -0.365 -0.878
21 H -2.252 -1.934 -1.608
22 H -1.899 -1.677 0.101

Summary:
- lowest unoccupied orbital energy (alpha / beta) (eV) = -0.86 / -0.85
- HOMO-LUMO gap (alpha / beta) (eV) = 7.4 / 7.4
- 2S+1 = 1

---

Which is most stable? The ranking, best first, is one, two.